Entry 1:
C4H12ClCrO2S2 as an isolated structure in a non-equilibrium geometry, computed with the ωB97M-V functional and the def2-TZVPD basis.

Output
Net charge: +1
E_HOMO (alpha / beta) in eV: -7.8 / -12.1
2S+1: 9
Total energy in Ha: -2610.5632

Each line ends with the natural charge from an NBO analysis.
CARTESIAN COORDINATES (ANGSTROEM)
Cr: -14.487 -22.297 -4.132  0.858
Cl: -12.779 -20.572 -4.371  -0.895
C: -13.871 -25.819 -6.807  -0.796
S: -13.474 -24.084 -6.974  1.023
O: -14.300 -23.018 -6.134  -0.838
C: -11.891 -23.821 -6.046  -0.806
H: -14.669 -25.883 -6.065  0.233
H: -13.008 -26.417 -6.504  0.232
H: -14.304 -26.142 -7.752  0.263
H: -11.094 -24.220 -6.664  0.232
H: -11.926 -24.363 -5.100  0.234
H: -11.817 -22.753 -5.851  0.269
C: -9.977 -18.355 -4.472  -0.822
S: -10.667 -17.125 -5.570  1.500
O: -11.093 -15.948 -4.806  -0.566
C: -9.233 -16.655 -6.505  -0.845
H: -9.419 -19.065 -5.077  0.272
H: -10.746 -18.848 -3.873  0.328
H: -9.345 -17.812 -3.766  0.274
H: -8.638 -15.975 -5.895  0.285
H: -9.567 -16.099 -7.383  0.284
H: -8.635 -17.489 -6.861  0.280

=====

Entry 2:
A 2-piece molecular cluster, C4H12ClNSi overall in a non-equilibrium geometry, computed with the ωB97M-V functional and the def2-TZVPD basis.

Output
Relative energy (zero: lowest compared OMol25 entry of this formula, charge and spin) in kJ/mol: 306.7
E_HOMO in eV: -8.4
2S+1: 1
Total energy in Ha: -964.0134

Each line ends with the natural charge from an NBO analysis.
CARTESIAN COORDINATES (ANGSTROEM)
C: 0.984 1.506 0.988  -0.407
C: 1.311 1.147 -1.294  -0.390
C: -0.861 -0.985 1.879  -1.113
C: -0.881 -1.634 -1.377  -1.180
N: 0.550 0.774 -0.096  -0.838
Si: -0.663 -0.482 0.074  1.942
Cl: -3.636 0.468 -0.322  -0.777
H: 1.178 2.420 0.609  0.196
H: 0.266 1.669 1.709  0.208
H: 1.863 1.191 1.437  0.180
H: 1.105 2.171 -1.613  0.198
H: 2.353 1.069 -1.056  0.191
H: 1.067 0.552 -2.100  0.204
H: -0.039 -0.455 2.349  0.247
H: -1.824 -0.797 2.289  0.289
H: -0.758 -1.970 1.827  0.235
H: -0.395 -1.475 -2.282  0.258
H: -0.727 -2.650 -1.003  0.255
H: -1.948 -1.737 -1.442  0.303

=====

Entry 3:
One molecule with the formula C4H12ClNSi in a non-equilibrium geometry, computed with the ωB97M-V functional and the def2-TZVPD basis.

Output
Relative energy (zero: lowest compared OMol25 entry of this formula, charge and spin) in kJ/mol: 238.7
E_HOMO in eV: -9.4
SMILES string: CN[Si@@H](Cl)C(C)C
2S+1: 1
Total energy in Ha: -964.0392

Each line ends with the natural charge from an NBO analysis.
CARTESIAN COORDINATES (ANGSTROEM)
C: 1.642 -1.391 -1.764  -0.415
N: 1.600 0.103 -1.692  -1.104
Si: 0.400 0.978 -0.811  1.634
Cl: -1.414 0.673 -2.546  -0.607
C: -0.724 0.537 0.685  -0.667
C: -1.248 -0.821 0.510  -0.637
C: -1.870 1.487 0.813  -0.618
H: 1.834 -1.819 -0.853  0.193
H: 0.833 -1.973 -2.309  0.207
H: 2.602 -1.639 -2.329  0.201
H: 2.127 0.570 -2.493  0.432
H: 0.731 2.466 -0.860  -0.182
H: -0.273 0.633 1.743  0.245
H: -0.719 -1.654 0.324  0.216
H: -1.879 -1.100 1.421  0.204
H: -1.836 -0.859 -0.359  0.236
H: -2.448 1.427 -0.148  0.235
H: -1.628 2.458 1.084  0.212
H: -2.586 1.181 1.575  0.215

=====

Entry 4:
C4H12CsO2 as an isolated structure in a non-equilibrium geometry, computed with the ωB97M-V functional and the def2-TZVPD basis.

Output
Net charge: +1
Relative energy (zero: lowest compared OMol25 entry of this formula, charge and spin) in kJ/mol: 110.0
E_HOMO in eV: -13.0
2S+1: 1
Total energy in Ha: -329.9820

Each line ends with the natural charge from an NBO analysis.
CARTESIAN COORDINATES (ANGSTROEM)
Cs: -0.138 -1.487 -2.751  0.998
C: 4.459 -0.486 0.842  -0.622
C: 4.585 0.413 -0.384  -0.057
O: 3.241 0.633 -0.929  -0.787
H: 4.020 -1.424 0.503  0.199
H: 3.857 0.004 1.608  0.209
H: 5.488 -0.666 1.153  0.220
H: 5.245 -0.014 -1.139  0.188
H: 4.932 1.369 0.008  0.174
H: 2.726 1.349 -0.551  0.477
C: -4.907 0.420 -0.447  -0.639
C: -3.983 0.085 0.645  -0.079
O: -3.117 -1.037 0.315  -0.759
H: -4.453 0.606 -1.420  0.194
H: -5.560 1.264 -0.223  0.235
H: -5.608 -0.355 -0.758  0.224
H: -4.722 -0.159 1.410  0.180
H: -3.281 0.854 0.966  0.172
H: -2.785 -1.369 1.152  0.473

=====

Entry 5:
C4H12F4HfO4 as an isolated structure in a non-equilibrium geometry, computed with the ωB97M-V functional and the def2-TZVPD basis.

Output
Relative energy (zero: lowest compared OMol25 entry of this formula, charge and spin) in kJ/mol: 193.9
E_HOMO in eV: -10.5
2S+1: 1
Total energy in Ha: -908.1703

Each line ends with the natural charge from an NBO analysis.
CARTESIAN COORDINATES (ANGSTROEM)
Hf: -1.264 -29.647 -5.873  2.802
F: -2.649 -29.232 -7.676  -0.784
F: 0.159 -27.860 -6.442  -0.783
F: -0.730 -29.540 -3.641  -0.778
F: -1.550 -31.990 -5.771  -0.785
C: -3.702 -27.904 -4.399  -0.094
C: -4.493 -29.102 -4.921  -0.095
O: -3.651 -30.262 -5.061  -0.735
O: -2.428 -27.693 -5.038  -0.757
H: -3.371 -28.108 -3.381  0.204
H: -4.248 -26.966 -4.502  0.200
H: -4.963 -28.870 -5.876  0.196
H: -5.372 -29.221 -4.288  0.195
H: -4.159 -31.032 -5.327  0.526
H: -2.217 -26.765 -4.915  0.529
C: 1.288 -30.614 -7.993  -0.097
C: 1.846 -30.958 -6.615  -0.078
O: 1.061 -30.543 -5.610  -0.719
O: -0.123 -30.570 -8.007  -0.719
H: 1.807 -31.170 -8.774  0.190
H: 1.767 -29.644 -8.122  0.180
H: 2.883 -30.647 -6.486  0.187
H: 1.693 -32.037 -6.616  0.169
H: 1.601 -30.608 -4.820  0.524
H: -0.358 -30.606 -8.937  0.521

=====

Entry 6:
An isolated ion of composition C4H12FN2 and charge +1 in a non-equilibrium geometry, computed with the ωB97M-V functional and the def2-TZVPD basis.

Output
Net charge: +1
Relative energy (zero: lowest compared OMol25 entry of this formula, charge and spin) in kJ/mol: 22.5
E_HOMO in eV: -14.8
SMILES string: C[NH2+][C@H](N)[C@H](C)F
2S+1: 1
Total energy in Ha: -368.6782

Each line ends with the natural charge from an NBO analysis.
CARTESIAN COORDINATES (ANGSTROEM)
C: 2.194 -0.948 0.103  -0.423
N: 0.729 -1.031 0.259  -0.515
C: 0.046 -0.054 -0.760  0.069
N: 0.703 1.232 -0.618  -0.874
C: -1.713 -0.039 -0.453  0.241
C: -2.200 0.604 0.893  -0.666
F: -2.085 -1.323 -0.588  -0.349
H: 2.645 -1.557 0.852  0.239
H: 2.519 -1.454 -0.787  0.234
H: 2.465 0.051 0.111  0.245
H: 0.354 -0.843 1.102  0.415
H: 0.346 -2.033 0.173  0.445
H: 0.026 -0.549 -1.818  0.225
H: 0.013 2.042 -0.442  0.419
H: 1.401 1.381 -1.300  0.398
H: -1.971 0.412 -1.422  0.187
H: -3.309 0.593 1.088  0.274
H: -1.888 1.719 0.760  0.228
H: -1.658 0.095 1.697  0.208

=====

Entry 7:
An isolated ion of composition C4H12FN2 and charge +1 in a non-equilibrium geometry, computed with the ωB97M-V functional and the def2-TZVPD basis.

Output
Net charge: +1
Relative energy (zero: lowest compared OMol25 entry of this formula, charge and spin) in kJ/mol: 63.9
E_HOMO in eV: -13.8
SMILES string: C[NH2+][C@H](N)[C@H](C)F
2S+1: 1
Total energy in Ha: -368.6625

Each line ends with the natural charge from an NBO analysis.
CARTESIAN COORDINATES (ANGSTROEM)
C: -2.508 -0.358 0.678  -0.394
N: -1.005 -0.875 0.593  -0.557
C: -0.192 0.153 -0.084  0.053
N: -0.561 0.385 -1.538  -0.846
C: 1.554 -0.284 0.191  0.240
C: 2.425 0.882 -0.130  -0.680
F: 1.845 -1.331 -0.655  -0.360
H: -2.974 -1.015 1.528  0.237
H: -2.397 0.670 1.099  0.227
H: -2.929 -0.328 -0.257  0.246
H: -1.023 -1.775 0.047  0.465
H: -0.985 -0.844 1.628  0.467
H: -0.318 1.169 0.350  0.220
H: -0.345 -0.327 -2.168  0.386
H: -0.241 1.297 -1.832  0.401
H: 1.541 -0.769 1.195  0.167
H: 3.491 0.440 -0.286  0.261
H: 2.535 1.669 0.664  0.249
H: 2.087 1.240 -1.023  0.217

=====

Entry 8:
A 2-piece molecular cluster, C4H12FN2OP overall in a non-equilibrium geometry, computed with the ωB97M-V functional and the def2-TZVPD basis.

Output
Relative energy (zero: lowest compared OMol25 entry of this formula, charge and spin) in kJ/mol: 244.5
E_HOMO in eV: -9.7
SMILES string: [H]/N=P(=N/C)/OCCC.F
2S+1: 1
Total energy in Ha: -785.5293

Each line ends with the natural charge from an NBO analysis.
CARTESIAN COORDINATES (ANGSTROEM)
H: 1.261 -2.589 0.072  0.402
N: 0.521 -1.905 -0.064  -1.254
P: 1.039 -0.468 -0.153  2.187
N: 2.449 0.245 0.119  -1.059
C: 2.863 1.642 -0.134  -0.435
O: -0.168 0.353 -0.784  -0.806
C: -1.488 -0.197 -0.890  -0.073
C: -2.380 0.281 0.253  -0.429
C: -3.483 -0.687 0.595  -0.611
H: 2.177 2.521 0.082  0.195
H: 3.131 1.862 -1.197  0.200
H: 3.706 2.004 0.453  0.217
H: -1.265 -1.378 -0.948  0.231
H: -1.842 0.163 -1.846  0.189
H: -1.642 0.569 1.056  0.207
H: -2.870 1.136 -0.108  0.208
H: -4.032 -0.431 1.443  0.218
H: -4.262 -0.546 -0.148  0.204
H: -3.264 -1.772 0.631  0.216
F: 5.233 -0.383 0.784  -0.581
H: 4.316 -0.417 0.785  0.574

=====

Entry 9:
C4H12FNaO2S2 as an isolated structure in a non-equilibrium geometry, computed with the ωB97M-V functional and the def2-TZVPD basis.

Output
Relative energy (zero: lowest compared OMol25 entry of this formula, charge and spin) in kJ/mol: 0.0
E_HOMO in eV: -7.7
2S+1: 1
Total energy in Ha: -1368.5356

Each line ends with the natural charge from an NBO analysis.
CARTESIAN COORDINATES (ANGSTROEM)
Na: 2.161 0.753 0.091  0.958
F: 0.302 0.866 0.507  -0.932
C: -0.025 -1.785 0.213  -0.823
S: 1.621 -2.105 -0.590  1.213
O: 1.791 -1.008 -1.661  -0.995
C: 2.512 -1.487 0.852  -0.850
H: -0.120 -1.921 1.291  0.238
H: -0.714 -2.486 -0.258  0.219
H: -0.417 -0.819 -0.106  0.294
H: 1.970 -0.670 1.328  0.230
H: 3.469 -1.052 0.562  0.215
H: 2.659 -2.368 1.477  0.255
C: -2.161 0.982 0.822  -0.833
S: -1.917 2.355 -0.316  1.139
O: -0.806 3.273 0.331  -0.957
C: -1.098 1.448 -1.748  -0.797
H: -1.663 0.105 0.408  0.228
H: -3.181 0.775 1.147  0.215
H: -1.490 1.122 1.669  0.282
H: -1.783 0.793 -2.286  0.212
H: -0.233 0.943 -1.320  0.267
H: -0.876 2.283 -2.413  0.223

=====

Entry 10:
A 2-piece molecular cluster, C4H12I2N2 overall in a non-equilibrium geometry, computed with the ωB97M-V functional and the def2-TZVPD basis.

Output
Net charge: +2
Relative energy (zero: lowest compared OMol25 entry of this formula, charge and spin) in kJ/mol: 282.8
E_HOMO (alpha / beta) in eV: -15.6 / -15.5
2S+1: 1
Total energy in Ha: -863.7492

Each line ends with the natural charge from an NBO analysis.
CARTESIAN COORDINATES (ANGSTROEM)
C: -0.297 1.099 -0.369  -0.581
C: -0.784 1.206 1.050  -0.241
C: -0.759 -0.042 -1.120  -0.222
C: 1.261 -1.517 -1.161  -0.278
N: -0.395 2.476 1.693  -0.657
N: 0.873 -2.831 -0.670  -0.786
I: -2.152 -1.472 -0.341  0.277
I: 3.054 -0.713 -0.429  0.299
H: -0.725 1.951 -0.839  0.256
H: 0.875 1.113 -0.523  0.272
H: -0.582 0.477 1.760  0.237
H: -1.942 1.045 1.023  0.259
H: -0.740 -0.130 -2.215  0.244
H: 1.234 -1.423 -2.162  0.192
H: 0.626 2.622 1.733  0.454
H: -0.595 2.491 2.687  0.457
H: -0.862 3.273 1.313  0.451
H: 0.603 -3.567 -1.427  0.474
H: 1.392 -3.228 0.153  0.469
H: -0.085 -2.831 -0.156  0.422

=====

Entry 11:
A 2-piece molecular cluster, C4H12N2 overall in a non-equilibrium geometry, computed with the ωB97M-V functional and the def2-TZVPD basis.

Output
Relative energy (zero: lowest compared OMol25 entry of this formula, charge and spin) in kJ/mol: 188.4
E_HOMO in eV: -9.0
SMILES string: C=NC.CCN
2S+1: 1
Total energy in Ha: -269.0446

Each line ends with the natural charge from an NBO analysis.
CARTESIAN COORDINATES (ANGSTROEM)
C: 1.453 -0.083 2.430  -0.027
N: 0.955 -1.231 2.367  -0.412
C: -0.322 -1.478 1.829  -0.452
H: 2.352 0.221 2.953  0.171
H: 0.921 0.761 1.953  0.131
H: -0.507 -0.945 0.890  0.176
H: -1.157 -1.309 2.538  0.208
H: -0.594 -2.511 1.560  0.202
C: -1.205 0.422 -2.275  -0.637
C: 0.227 0.225 -1.639  -0.216
N: 0.552 1.257 -0.657  -0.846
H: -1.199 1.024 -3.196  0.213
H: -1.668 -0.552 -2.376  0.211
H: -1.826 0.891 -1.514  0.199
H: 0.387 -0.756 -1.193  0.188
H: 1.021 0.406 -2.436  0.189
H: -0.233 1.565 -0.058  0.348
H: 0.841 2.094 -1.177  0.353

=====

Entry 12:
A 4-piece molecular cluster, C4H12N2 overall in a non-equilibrium geometry, computed with the ωB97M-V functional and the def2-TZVPD basis.

Output
Relative energy (zero: lowest compared OMol25 entry of this formula, charge and spin) in kJ/mol: 421.7
E_HOMO in eV: -8.2
2S+1: 1
Total energy in Ha: -268.9557

Each line ends with the natural charge from an NBO analysis.
CARTESIAN COORDINATES (ANGSTROEM)
C: 0.376 -1.406 1.665  -0.411
C: 0.743 -1.560 -0.753  -0.413
N: 0.331 -0.729 0.374  -0.617
H: 0.960 0.726 0.325  0.146
H: 0.012 -0.724 2.432  0.207
H: 1.790 -1.837 -0.624  0.196
H: 0.625 -0.991 -1.674  0.205
H: -0.258 -2.301 1.681  0.175
H: 1.406 -1.690 1.880  0.196
H: 0.135 -2.467 -0.841  0.178
C: -1.722 1.696 -0.120  -0.714
C: -0.656 2.088 -0.812  0.429
N: -0.261 2.596 -1.872  -0.640
H: 0.562 2.219 -2.327  0.369
H: 0.956 1.602 0.131  -0.165
H: -0.616 -0.387 0.201  0.389
H: -2.633 1.406 -0.621  0.243
H: -1.749 1.758 0.956  0.225